The following is a quantum chemistry calculation of a single C4H11NS molecule at a distorted geometry, from the Open Molecules 2025 dataset.

Summary:
ΔE to the lowest compared entry with this formula, charge and spin: 19.4 kcal per mole
lowest unoccupied orbital energy: 0.916 eV
HOMO level: -8.89 eV
Kohn-Sham gap: 9.8029 eV

Cartesian coordinates (Å):
C -1.86095 -1.41270 1.19554
C -0.84612 -2.03730 0.25222
N -0.55286 -1.34440 -1.02899
C -0.25350 0.09281 -0.90679
C 1.03701 0.38203 -0.19742
S 1.31616 2.13300 0.11691
H -1.72792 -0.34454 1.38284
H -1.71050 -1.79553 2.20790
H -2.90594 -1.59043 0.94566
H 0.12990 -2.06495 0.74298
H -1.10501 -3.06873 0.03284
H -1.38857 -1.51025 -1.56436
H -0.28220 0.58414 -1.87502
H -1.08958 0.41792 -0.29059
H 1.83741 -0.08747 -0.78662
H 1.19035 -0.17979 0.71807
H 1.81373 2.11860 1.35949